(1)
{
  "formula": "C22H60N2O13",
  "method": "ωB97M-V/def2-TZVPD",
  "species": ["H", "H", "H", "H", "H", "C", "O", "H", "O", "O", "H", "H", "H", "H", "O", "O", "H", "C", "H", "H", "O", "C", "C", "H", "H", "O", "O", "C", "H", "O", "H", "C", "C", "N", "C", "H", "H", "H", "H", "C", "H", "H", "H", "C", "H", "H", "H", "H", "H", "H", "C", "H", "H", "H", "H", "H", "C", "H", "O", "H", "H", "H", "H", "C", "H", "C", "O", "O", "H", "H", "H", "C", "C", "H", "O", "C", "H", "H", "H", "N", "H", "H", "H", "H", "H", "H", "C", "H", "H", "C", "H", "C", "H", "C", "H", "H", "C"],
  "positions_angstrom": [[-21.718, -0.774, -4.741], [-23.771, -4.567, -1.269], [-25.445, 2.088, -0.194], [-23.272, 1.618, -4.225], [-23.554, -1.840, 3.806], [-23.539, -1.316, -4.332], [-22.767, 2.331, -1.102], [-25.935, -0.756, -3.317], [-22.235, 4.206, 1.836], [-25.971, 1.447, 1.718], [-20.480, 4.351, -2.337], [-22.754, 2.228, 1.484], [-17.790, 2.209, -2.591], [-22.645, -6.552, 2.483], [-22.527, -0.906, -5.240], [-25.623, -0.016, -1.491], [-22.948, -8.737, 0.611], [-23.922, 3.813, 4.910], [-24.035, -7.830, -0.246], [-20.967, 1.868, -4.181], [-24.539, 2.830, -4.977], [-17.413, 3.218, -2.701], [-19.804, 3.513, -4.363], [-19.967, 4.483, -4.777], [-25.326, -1.379, 5.038], [-24.310, -7.683, 1.880], [-24.796, -0.744, 3.140], [-24.843, -3.174, 2.924], [-24.714, -0.227, -1.354], [-22.575, 4.044, 4.786], [-19.821, 2.772, -2.367], [-19.699, 3.691, -2.821], [-22.191, 3.369, -4.601], [-23.864, -4.226, 2.708], [-23.050, -2.245, -0.944], [-22.616, -2.556, -1.901], [-16.654, 3.413, -1.970], [-23.369, -0.691, -3.464], [-25.450, -3.376, 3.859], [-24.371, -2.825, -0.635], [-24.692, -9.263, 0.493], [-24.896, -5.903, 3.450], [-22.128, 3.737, 5.588], [-26.223, 0.192, -0.276], [-22.101, 1.865, -1.632], [-24.898, 0.004, -5.073], [-24.402, 3.303, -2.915], [-24.095, 2.765, 5.183], [-24.382, 4.567, 5.569], [-22.229, 3.626, -3.547], [-24.527, -5.490, 2.500], [-25.033, -2.676, -1.463], [-23.846, 3.384, 0.805], [-26.275, -0.724, 0.344], [-22.403, -2.432, -0.150], [-21.075, 2.959, -0.115], [-22.803, 3.199, 1.020], [-22.509, 4.006, 2.776], [-24.302, -4.239, -0.525], [-25.562, -3.128, 2.101], [-25.862, 0.307, 4.580], [-16.859, 3.398, -3.584], [-23.192, -6.105, 0.906], [-23.547, -6.489, 1.885], [-25.968, 3.605, -3.683], [-24.840, -1.083, -4.936], [-18.414, 4.183, -2.417], [-25.915, -1.383, -4.039], [-24.985, -1.512, -5.966], [-23.786, -1.647, 1.977], [-24.642, 3.094, 3.036], [-22.101, 3.235, -0.247], [-25.480, 1.213, 0.437], [-23.394, -4.105, 1.784], [-23.182, -0.870, -0.965], [-25.125, 2.959, -3.679], [-24.414, 4.922, 3.132], [-24.842, -2.373, 0.198], [-22.405, -0.461, -1.287], [-20.944, 2.715, -4.801], [-25.353, -5.394, 1.755], [-22.200, 4.342, -5.162], [-27.218, 0.649, -0.479], [-24.413, 1.026, 0.481], [-26.637, -1.194, 3.921], [-22.095, 4.247, -0.702], [-23.377, 2.403, -4.991], [-23.252, 2.058, -6.013], [-18.962, 3.032, -4.834], [-24.672, 4.021, 3.692], [-25.735, 4.148, 4.079], [-23.992, -8.403, 0.660], [-25.528, 0.829, 2.314], [-24.218, -1.813, 2.957], [-25.485, 2.012, -3.288], [-23.318, -2.374, -4.082], [-25.716, -0.746, 4.222]],
  "smiles": "COCCNCCOC.COCCNCCOC.OCCO.OCCO.OCCO.OCCO.CCO",
  "energy_ev": -53374.91600
}

---

(2)
{
  "formula": "C10H14BCaFN6",
  "method": "ωB97M-V/def2-TZVPD",
  "species": ["H", "N", "C", "H", "C", "H", "C", "C", "H", "H", "H", "N", "H", "C", "H", "H", "C", "F", "H", "C", "C", "N", "H", "N", "C", "B", "N", "Ca", "N", "H", "C", "H", "H"],
  "positions_angstrom": [[-2.842, -1.424, -3.164], [-2.152, -0.012, -0.029], [0.402, -3.661, -2.037], [1.857, 2.535, 0.707], [0.833, -2.727, -1.082], [-5.323, 0.342, 0.847], [-0.190, 2.047, -3.582], [-3.076, 0.325, 0.890], [-4.850, -0.582, -1.731], [-0.909, 2.393, -5.698], [-1.396, -3.441, -3.400], [-0.513, 1.165, -2.627], [1.240, 4.182, 0.336], [-1.753, 0.747, -4.453], [2.066, 3.849, 1.933], [0.370, 3.393, 1.665], [-0.942, 1.834, -4.763], [1.277, 0.457, 1.763], [-2.766, 0.653, 1.883], [-0.732, -3.086, -2.613], [-4.153, -0.307, -0.940], [-1.473, 0.368, -3.170], [1.673, -2.749, -0.391], [0.003, -1.664, -1.094], [1.417, 3.453, 1.140], [-2.071, -0.842, -2.431], [-0.959, -1.882, -2.033], [0.000, 0.000, 0.000], [-2.815, -0.401, -1.146], [0.568, 2.808, -3.382], [-4.368, 0.160, 0.356], [0.851, -4.624, -2.273], [-2.506, 0.220, -5.039]],
  "energy_ev": -41373.98617
}

---

Ordered max |F| results: 0.233; 0.137; unit hartree/bohr.